Entry 1:
Entry from OMol25: a cluster of 2 separate species, C2H6N3O2 in total in a non-equilibrium geometry (ωB97M-V with the def2-TZVPD basis set).

```
13
Properties=species:S:1:pos:R:3:mulliken_charge:R:1
N 0.388 1.182 -1.172 -0.279
C -0.031 2.331 -0.601 0.023
N -0.774 2.392 0.435 -0.638
H 0.105 0.260 -0.757 0.297
H 0.990 1.232 -1.958 0.155
H 0.376 3.231 -1.085 0.285
H -1.104 3.337 0.591 0.170
N -0.182 -2.907 1.164 -0.445
C 0.214 -1.755 0.485 0.678
O 1.389 -1.355 0.588 -0.757
O -0.715 -1.210 -0.194 -0.871
H -1.134 -3.167 0.985 0.191
H 0.476 -3.572 1.519 0.190
```

Results
- Energy above the lowest of the compared OMol25 structures with the same formula, charge and spin: 13.6 kcal/mol
- Total charge: -1
- Kohn-Sham gap: 8.193 eV
- LUMO: 4.03 eV

***

Entry 2:
Entry from OMol25: an isolated molecule of C2H5N3OS in a non-equilibrium geometry (ωB97M-V with the def2-TZVPD basis set).

```
12
Properties=species:S:1:pos:R:3:mulliken_charge:R:1
H -2.175 -1.103 2.083 0.220
N -1.175 -0.903 2.268 -0.697
C -0.510 -0.711 1.198 0.567
N 0.844 -0.535 1.316 -0.436
S -1.155 -0.593 -0.504 -0.051
N 0.210 0.061 -1.285 -0.399
C 0.178 1.326 -1.876 0.183
O 1.078 1.636 -2.625 -0.511
H 1.137 -0.478 2.301 0.259
H 1.380 -0.140 0.566 0.228
H 0.871 -0.568 -1.806 0.318
H -0.684 2.010 -1.637 0.320
```

Results
- Energy above the lowest of the compared OMol25 structures with the same formula, charge and spin: 25.8 kcal/mol
- Kohn-Sham gap: 9.999 eV
- LUMO: 0.56 eV
- SMILES string: [H]/N=C(/N)SNC=O

***

Entry 3:
Entry from OMol25: a structure of composition C2H4Si in a non-equilibrium geometry (ωB97M-V with the def2-TZVPD basis set).

```
7
Properties=species:S:1:pos:R:3:mulliken_charge:R:1
C -0.052 0.209 -2.643 0.047
C 0.123 0.281 -1.459 -0.734
Si -0.036 -0.069 0.972 0.441
H -0.031 0.213 -3.743 0.330
H -1.262 0.580 1.450 -0.044
H 1.224 0.530 1.573 -0.026
H -0.355 -1.653 1.115 -0.013
```

Results
- Energy above the lowest of the compared OMol25 structures with the same formula, charge and spin: 44.6 kcal/mol
- Kohn-Sham gap: 9.962 eV
- LUMO: 0.04 eV

***

Entry 4:
Entry from OMol25: a cluster of 2 separate species, C2H8O in total (ωB97M-V with the def2-TZVPD basis set).

```
11
Properties=species:S:1:pos:R:3:mulliken_charge:R:1
C 0.897 -0.643 0.871 -1.688
C -0.460 0.013 1.082 -2.383
H 0.813 -1.665 0.482 0.502
H 1.397 -0.704 1.833 0.441
H 1.503 -0.103 0.135 0.721
H -1.053 -0.575 1.793 0.507
H -0.356 1.051 1.404 0.693
H -1.107 0.076 0.208 0.646
H 0.158 0.704 -2.263 0.501
H -1.304 1.084 -2.552 0.660
O -0.487 0.761 -2.992 -1.600
```

Results
- Energy above the lowest of the compared OMol25 structures with the same formula, charge and spin: 0.0 kcal/mol
- Total charge: -1
- 2S+1: 2
- Kohn-Sham gap (alpha / beta): 3.434 / 11.295 eV
- LUMO (alpha / beta): 4.72 / 4.58 eV
- <S²>: 0.750

***

Entry 5:
Entry from OMol25: a cluster of 2 separate species, CH8N3O in total in a non-equilibrium geometry (ωB97M-V with the def2-TZVPD basis set).

```
13
Properties=species:S:1:pos:R:3:mulliken_charge:R:1
N -0.989 0.120 -0.433 -0.302
C -0.409 0.211 0.764 0.652
N -1.052 -0.027 1.891 -0.381
N 0.907 0.555 0.875 -0.434
H -1.970 0.274 -0.594 0.233
H -0.338 0.032 -1.210 0.270
H -0.567 -0.380 2.704 0.274
H -2.007 -0.343 1.818 0.240
H 1.050 1.388 1.432 0.279
H 1.405 0.553 -0.003 0.221
H 0.790 -1.372 -2.493 0.307
H 2.002 -0.444 -2.621 0.320
O 1.177 -0.567 -2.130 -0.680
```

Results
- Energy above the lowest of the compared OMol25 structures with the same formula, charge and spin: 15.0 kcal/mol
- Total charge: +1
- Kohn-Sham gap: 12.075 eV
- LUMO: -3.23 eV

***

Entry 6:
Entry from OMol25: a structure of composition C3H2LaO3 in a non-equilibrium geometry (ωB97M-V with the def2-TZVPD basis set).

```
9
Properties=species:S:1:pos:R:3:mulliken_charge:R:1
C 0.942 -1.286 -1.217 -0.193
C 0.773 -1.127 0.040 0.739
O 0.852 -0.314 0.981 0.048
C 0.014 0.835 1.012 0.570
O -1.173 0.664 1.014 -0.524
O 0.593 1.829 0.466 -0.313
H 0.602 -2.196 -1.729 0.406
La -3.664 1.805 1.143 2.837
H 1.062 -0.211 -1.711 0.430
```

Results
- Energy above the lowest of the compared OMol25 structures with the same formula, charge and spin: 0.0 kcal/mol
- Total charge: +4
- 2S+1: 2
- Kohn-Sham gap (alpha / beta): 6.830 / 5.146 eV
- LUMO (alpha / beta): -19.96 / -21.50 eV
- <S²>: 0.754

***

Entry 7:
Entry from OMol25: a cluster of 2 separate species, C2H6ClO2P in total in a non-equilibrium geometry (ωB97M-V with the def2-TZVPD basis set).

```
12
Properties=species:S:1:pos:R:3:mulliken_charge:R:1
C 0.608 0.816 -0.681 -0.073
C 1.013 2.112 -0.113 -1.037
O -1.219 -1.270 -0.913 -0.670
O -0.939 -3.224 0.969 -0.663
P -0.857 0.041 -0.311 0.608
Cl -1.633 0.134 1.517 -0.129
H 1.055 0.464 -1.649 0.311
H 0.829 3.002 -0.687 0.312
H 2.032 2.103 0.191 0.325
H 0.510 2.476 0.786 0.311
H -0.462 -4.065 0.710 0.299
H -0.938 -2.589 0.180 0.406
```

Results
- Energy above the lowest of the compared OMol25 structures with the same formula, charge and spin: 55.7 kcal/mol
- Kohn-Sham gap: 8.328 eV
- LUMO: -1.07 eV

***

Entry 8:
Entry from OMol25: a cluster of 11 separate species, C18H42Cl20OP in total (ωB97M-V with the def2-TZVPD basis set).

```
82
Properties=species:S:1:pos:R:3:mulliken_charge:R:1
C 4.081 2.359 -0.740 -1.499
C 3.266 1.115 -1.100 1.084
C 2.874 1.155 -2.578 -1.243
C 2.042 1.071 -0.171 -0.490
C 0.874 0.167 -0.519 -0.940
P -0.729 0.814 0.368 1.272
C -1.920 0.006 -0.936 -1.532
C -3.197 0.791 -1.256 -0.476
C -2.947 2.184 -1.835 -0.370
O -3.123 3.183 -0.821 -0.460
H 4.931 2.528 -1.404 0.410
H 4.432 2.281 0.292 0.361
H 3.418 3.228 -0.769 0.234
H 3.898 0.234 -0.928 0.230
H 3.692 1.571 -3.177 0.457
H 1.999 1.792 -2.734 0.253
H 2.657 0.161 -2.967 0.010
H 2.380 0.827 0.842 0.320
H 1.648 2.098 -0.124 -0.179
H 0.693 0.145 -1.596 0.205
H 1.065 -0.855 -0.165 0.285
H -0.590 2.053 -0.482 -0.307
H -1.914 1.389 1.039 0.009
H -0.789 -0.384 1.211 -0.772
H 0.126 1.482 1.405 -0.004
H -2.219 -0.952 -0.489 0.322
H -1.409 -0.229 -1.877 0.473
H -3.815 0.896 -0.359 0.381
H -3.777 0.229 -2.000 0.344
H -3.639 2.391 -2.660 0.086
H -1.923 2.237 -2.211 0.594
H -2.519 3.907 -1.020 0.066
C -2.735 -1.451 4.123 -0.273
Cl -1.116 -1.758 3.513 -0.170
Cl -3.732 -2.920 4.212 -0.187
H -2.663 -1.042 5.123 0.292
H -3.212 -0.754 3.443 0.266
C -3.545 4.044 -5.409 -0.326
Cl -2.875 2.415 -5.250 -0.122
Cl -3.566 4.946 -3.884 -0.139
H -2.939 4.602 -6.112 0.265
H -4.567 3.954 -5.756 0.338
C 6.022 5.515 1.449 -0.333
Cl 6.493 5.645 -0.255 -0.164
Cl 4.366 4.954 1.657 -0.074
H 6.687 4.805 1.926 0.263
H 6.113 6.497 1.895 0.304
C -6.418 2.774 -0.674 0.632
Cl -6.794 2.761 1.054 -0.187
Cl -7.358 1.563 -1.568 -0.193
H -6.672 3.751 -1.067 0.275
H -5.361 2.568 -0.803 -0.583
C 1.097 -3.845 5.689 0.126
Cl 1.261 -3.575 7.430 -0.173
Cl 0.867 -5.559 5.302 -0.143
H 0.236 -3.296 5.331 -0.113
H 2.005 -3.510 5.203 0.293
C 2.488 -3.638 -3.365 -0.335
Cl 3.071 -2.180 -4.184 -0.152
Cl 1.156 -3.294 -2.263 -0.095
H 2.144 -4.335 -4.120 0.302
H 3.310 -4.051 -2.793 0.266
C 0.015 -9.321 5.443 0.142
Cl 0.047 -10.213 3.921 -0.156
Cl 1.348 -9.778 6.518 -0.156
H 0.109 -8.264 5.229 -0.078
H -0.916 -9.540 5.951 0.255
C 3.255 -11.850 8.794 0.147
Cl 3.349 -11.533 10.532 -0.161
Cl 3.029 -13.567 8.434 -0.158
H 2.409 -11.307 8.393 -0.092
H 4.184 -11.528 8.341 0.285
C 0.106 6.079 -0.233 -0.417
Cl -0.701 5.659 -1.764 -0.136
Cl 0.640 4.668 0.662 -0.083
H 0.967 6.690 -0.478 0.320
H -0.606 6.628 0.371 0.299
C -2.070 4.265 -10.158 -0.318
Cl -2.210 3.574 -8.541 -0.071
Cl -2.502 5.982 -10.206 -0.164
H -1.042 4.167 -10.482 0.283
H -2.744 3.730 -10.816 0.275
```

Results
- Total charge: -1
- Kohn-Sham gap: 5.225 eV
- LUMO: 1.89 eV